No. 1
The molecule C6H12O, computed with ωB97M-V/def2-TZVPD.

Computed properties:
* E_LUMO: 1.2206 eV
* relative energy (zero: lowest compared OMol25 entry of this formula, charge and spin): 26.9 kcal per mole

Cartesian coordinates (Å):
O  1.21  -0.31  0.98
C  3.24  0.44  -0.23
C  -0.72  0.24  -0.47
C  -1.76  0.00  0.64
C  0.63  0.63  0.07
C  1.84  -0.12  -0.28
C  -2.93  -0.85  0.15
H  -2.12  0.96  1.04
H  -2.57  -1.82  -0.21
H  -1.08  1.00  -1.17
H  -0.61  -0.69  -1.04
H  3.57  0.76  -1.23
H  0.75  1.67  0.40
H  3.93  -0.33  0.12
H  3.29  1.29  0.45
H  -3.65  -1.04  0.96
H  -1.25  -0.52  1.47
H  -3.46  -0.36  -0.67
H  1.70  -0.96  -0.97

=====

No. 2
A cluster of 2 separate species, C6H12O in total, computed with ωB97M-V/def2-TZVPD.

Computed properties:
* E_LUMO: 0.7228 eV
* relative energy (zero: lowest compared OMol25 entry of this formula, charge and spin): 40.8 kcal per mole

Cartesian coordinates (Å):
O  -0.98  1.78  -0.58
C  -1.98  1.46  0.29
C  -1.79  0.59  1.28
C  2.01  0.56  -0.17
C  0.75  -1.61  0.18
C  1.65  -0.70  0.55
C  -0.13  -1.59  -1.04
H  2.19  -0.86  1.48
H  1.50  0.63  -1.13
H  1.72  1.43  0.42
H  -0.84  0.09  1.45
H  -1.30  2.45  -1.20
H  0.66  -2.48  0.82
H  -1.16  -1.84  -0.77
H  3.09  0.63  -0.33
H  -2.60  0.36  1.96
H  0.21  -2.34  -1.77
H  -2.93  1.97  0.11
H  -0.13  -0.61  -1.53

=====

No. 3
The molecule C6H12O in a non-equilibrium geometry, computed with ωB97M-V/def2-TZVPD.

Computed properties:
* E_LUMO: 1.0889 eV
* relative energy (zero: lowest compared OMol25 entry of this formula, charge and spin): 79.2 kcal per mole

Cartesian coordinates (Å):
O  -1.26  0.85  0.86
C  1.12  -0.86  -1.36
C  1.38  0.37  -0.55
C  -1.74  -1.03  1.69
C  0.44  -0.72  -0.02
C  -1.06  -0.43  0.24
C  0.87  1.72  -1.04
H  1.52  2.11  -1.84
H  0.53  -0.75  -2.27
H  1.93  -1.59  -1.46
H  -0.14  1.64  -1.43
H  -1.80  -0.39  2.64
H  -1.49  -0.27  -0.80
H  2.35  0.41  -0.06
H  0.86  2.46  -0.23
H  0.89  -1.33  0.76
H  -2.79  -1.26  1.49
H  -0.47  0.97  1.40
H  -1.14  -1.88  1.97

=====

No. 4
A cluster of 2 separate species, C6H12O in total, computed with ωB97M-V/def2-TZVPD.

Computed properties:
* E_LUMO: 0.9819 eV
* relative energy (zero: lowest compared OMol25 entry of this formula, charge and spin): 79.6 kcal per mole

Cartesian coordinates (Å):
O  -0.25  -0.69  1.03
C  -2.18  0.25  0.33
C  1.41  0.24  -0.50
C  -1.06  0.99  -0.41
C  2.62  -0.21  0.31
C  0.19  0.54  0.34
C  -1.53  -0.90  1.07
H  0.45  1.23  1.16
H  -1.75  -2.38  -0.40
H  -2.99  -0.11  -0.32
H  -1.00  0.68  -1.46
H  -2.65  0.86  1.10
H  1.65  1.16  -1.06
H  2.90  0.56  1.04
H  3.48  -0.40  -0.33
H  -1.17  2.08  -0.38
H  -1.63  -2.28  -1.13
H  2.39  -1.13  0.86
H  1.14  -0.52  -1.25

=====

No. 5
The molecule C6H12O, computed with ωB97M-V/def2-TZVPD.

Computed properties:
* E_LUMO: 0.9572 eV
* relative energy (zero: lowest compared OMol25 entry of this formula, charge and spin): 11.8 kcal per mole

Cartesian coordinates (Å):
O  -0.08  -1.56  -1.87
C  -1.21  -0.32  -0.12
C  2.00  -0.05  0.04
C  0.99  0.63  0.97
C  -0.54  -1.52  -0.76
C  -0.43  0.04  1.15
C  -1.41  0.85  -1.08
H  -0.49  1.41  -1.22
H  -1.02  0.77  1.72
H  0.89  1.67  0.64
H  -0.48  -2.40  -0.08
H  2.97  0.44  0.15
H  1.72  0.01  -1.02
H  -0.38  -0.86  1.79
H  2.15  -1.12  0.27
H  -2.17  1.54  -0.69
H  1.43  0.68  1.97
H  -2.20  -0.70  0.20
H  -1.74  0.50  -2.07

=====

No. 6
The molecule C6H12O, computed with ωB97M-V/def2-TZVPD.

Computed properties:
* E_LUMO: 0.9677 eV
* relative energy (zero: lowest compared OMol25 entry of this formula, charge and spin): 26.2 kcal per mole

Cartesian coordinates (Å):
O  -2.52  0.31  -0.41
C  -1.12  0.40  -0.34
C  -0.32  -0.21  -1.46
C  2.01  -0.60  0.51
C  0.65  -1.17  0.87
C  -0.47  -0.93  -0.13
C  -0.62  1.64  0.37
H  -1.30  2.48  0.17
H  -2.84  1.07  -0.92
H  0.33  -0.79  1.85
H  0.37  1.94  0.02
H  2.00  0.50  0.44
H  2.36  -0.99  -0.45
H  -0.86  -0.61  -2.31
H  0.76  -2.26  0.99
H  2.75  -0.86  1.27
H  -0.57  1.51  1.46
H  -1.20  -1.74  -0.18
H  0.64  0.25  -1.70

=====

No. 7
A cluster of 2 separate species, C6H12O in total in a non-equilibrium geometry, computed with ωB97M-V/def2-TZVPD.

Computed properties:
* E_LUMO: 0.6025 eV
* relative energy (zero: lowest compared OMol25 entry of this formula, charge and spin): 88.3 kcal per mole

Cartesian coordinates (Å):
O  0.58  0.78  -4.85
C  0.99  -0.59  1.07
C  -1.41  -1.47  0.76
C  0.34  1.06  2.66
C  1.11  0.85  1.60
C  -0.58  0.22  -0.75
C  -0.46  -0.55  0.51
H  1.86  1.61  1.12
H  1.05  -1.38  1.85
H  0.20  0.91  -0.98
H  -0.04  0.68  -4.03
H  -2.44  -1.32  0.62
H  1.61  -0.80  0.21
H  -1.18  -2.38  1.37
H  -0.75  -0.44  -1.64
H  -1.46  0.91  -0.62
H  0.17  0.14  3.26
H  0.01  1.97  3.20
H  0.40  -0.19  -5.38

=====

No. 8
A structure of composition C6H12O, computed with ωB97M-V/def2-TZVPD.

Computed properties:
* E_LUMO: 0.8784 eV
* relative energy (zero: lowest compared OMol25 entry of this formula, charge and spin): 92.8 kcal per mole

Cartesian coordinates (Å):
O  0.46  -1.23  1.90
C  -1.77  -0.76  1.30
C  1.59  1.55  -0.82
C  0.05  -0.76  -0.44
C  1.08  0.37  -1.61
C  -0.31  -0.44  1.00
C  -0.39  0.22  -1.53
H  -0.97  1.06  -1.14
H  -1.98  -1.82  1.12
H  1.73  2.31  -1.60
H  1.21  -0.77  -0.62
H  -0.89  -0.25  -2.38
H  -0.15  -1.80  -0.71
H  -0.14  0.63  1.19
H  -2.44  -0.16  0.68
H  1.39  -1.03  1.75
H  2.58  1.40  -0.38
H  0.93  2.00  -0.07
H  -1.99  -0.54  2.35

=====

No. 9
The molecule C6H12O, computed with ωB97M-V/def2-TZVPD.

Computed properties:
* E_LUMO: 0.9314 eV
* relative energy (zero: lowest compared OMol25 entry of this formula, charge and spin): 30.7 kcal per mole

Cartesian coordinates (Å):
O  -0.89  -0.04  -2.35
C  -1.44  0.81  -1.39
C  0.50  0.27  0.33
C  0.34  -1.03  1.12
C  1.67  -1.75  1.33
C  -0.74  2.07  -1.01
C  -0.82  0.93  -0.02
H  -0.13  -0.81  2.09
H  -0.36  -1.68  0.58
H  0.25  2.17  -1.44
H  -1.62  0.85  0.71
H  2.15  -1.96  0.37
H  1.53  -2.69  1.86
H  -2.53  0.89  -1.41
H  -1.29  3.00  -0.90
H  -1.16  -0.92  -2.07
H  1.03  0.07  -0.61
H  1.15  0.96  0.90
H  2.36  -1.13  1.91

=====

No. 10
A cluster of 2 separate species, C6H12O in total in a non-equilibrium geometry, computed with ωB97M-V/def2-TZVPD.

Computed properties:
* E_LUMO: -3.2411 eV
* relative energy (zero: lowest compared OMol25 entry of this formula, charge and spin): 191.7 kcal per mole

Cartesian coordinates (Å):
O  1.81  -1.43  -0.46
C  0.45  1.04  1.46
C  -1.09  -0.33  -0.03
C  -0.49  0.29  -1.35
C  -0.60  -0.72  -2.53
C  -0.12  -0.30  1.17
C  0.22  1.76  2.56
H  -2.12  -0.02  0.06
H  -1.11  -1.37  -0.36
H  -1.55  -1.16  -2.82
H  -0.42  -0.85  2.05
H  -0.32  1.30  3.38
H  0.58  2.77  2.60
H  0.86  1.53  0.58
H  0.78  -0.68  0.59
H  -0.20  -0.24  -3.43
H  -0.66  1.27  -1.80
H  0.13  -1.51  -2.33
H  0.60  0.07  -1.16

=====

No. 11
The molecule C6H12O, computed with ωB97M-V/def2-TZVPD.

Computed properties:
* E_LUMO: 1.0884 eV
* relative energy (zero: lowest compared OMol25 entry of this formula, charge and spin): 37.5 kcal per mole

Cartesian coordinates (Å):
O  -1.16  -0.79  0.66
C  1.19  -0.76  -0.43
C  1.63  0.73  -0.33
C  0.45  1.07  0.61
C  -1.60  -1.83  -0.17
C  -0.70  1.88  0.02
C  0.20  -0.47  0.72
H  -0.51  2.96  0.04
H  -1.38  -2.82  0.26
H  1.63  1.25  -1.28
H  -2.68  -1.70  -0.24
H  0.73  1.52  1.57
H  -1.63  1.70  0.58
H  2.61  0.85  0.15
H  -1.18  -1.78  -1.18
H  0.74  -1.01  -1.40
H  0.63  -0.85  1.66
H  -0.90  1.61  -1.03
H  1.94  -1.54  -0.21

=====

No. 12
The molecule C6H12O, computed with ωB97M-V/def2-TZVPD.

Computed properties:
* E_LUMO: 0.8773 eV
* relative energy (zero: lowest compared OMol25 entry of this formula, charge and spin): 28.5 kcal per mole

Cartesian coordinates (Å):
O  1.60  -0.57  -1.63
C  0.26  -0.05  0.47
C  -1.86  0.19  -1.02
C  1.54  -0.14  -0.30
C  1.31  -1.10  0.81
C  -1.00  -0.68  -0.11
C  0.03  1.25  1.23
H  -0.48  1.96  0.57
H  -1.61  -1.03  0.74
H  0.97  1.72  1.53
H  -1.28  0.55  -1.88
H  1.97  -1.06  1.67
H  -0.70  -1.57  -0.67
H  1.53  0.24  -2.16
H  2.28  0.62  -0.05
H  1.00  -2.12  0.55
H  -2.28  1.06  -0.50
H  -0.59  1.13  2.13
H  -2.70  -0.39  -1.40

=====

No. 13
The molecule C6H12O, computed with ωB97M-V/def2-TZVPD.

Computed properties:
* E_LUMO: 1.1392 eV
* relative energy (zero: lowest compared OMol25 entry of this formula, charge and spin): 64.8 kcal per mole

Cartesian coordinates (Å):
O  1.25  -0.69  0.03
C  2.21  0.20  0.14
C  -0.95  0.23  0.15
C  -1.93  0.89  1.11
C  -1.63  -0.76  -0.79
C  3.06  0.12  -1.08
C  0.17  -0.43  0.94
H  -0.46  1.01  -0.46
H  0.58  0.24  1.71
H  -2.10  -1.57  -0.21
H  -1.43  1.65  1.71
H  -2.75  1.36  0.56
H  -0.15  -1.38  1.39
H  -0.93  -1.21  -1.49
H  2.98  1.12  -1.51
H  -2.36  0.14  1.78
H  2.76  -0.63  -1.83
H  -2.43  -0.27  -1.36
H  4.11  0.00  -0.79

=====

No. 14
The molecule C6H12O, computed with ωB97M-V/def2-TZVPD.

Computed properties:
* E_LUMO: 1.0469 eV
* relative energy (zero: lowest compared OMol25 entry of this formula, charge and spin): 47.4 kcal per mole

Cartesian coordinates (Å):
O  -1.21  0.01  0.51
C  1.75  -1.62  -0.33
C  -0.98  0.07  -0.88
C  1.33  -0.19  -0.16
C  0.49  0.43  -1.25
C  1.27  0.41  1.03
C  -2.05  0.91  1.17
H  -1.81  0.78  2.23
H  1.40  -0.12  1.97
H  0.91  -2.22  -0.72
H  0.81  1.40  1.09
H  -3.11  0.67  1.00
H  2.57  -1.75  -1.04
H  -1.70  0.75  -1.35
H  2.05  -2.05  0.63
H  -1.88  1.98  0.93
H  -1.17  -0.95  -1.24
H  0.66  1.51  -1.34
H  0.70  -0.01  -2.24

=====

No. 15
The molecule C6H12O, computed with ωB97M-V/def2-TZVPD.

Computed properties:
* E_LUMO: 0.8894 eV
* relative energy (zero: lowest compared OMol25 entry of this formula, charge and spin): 40.8 kcal per mole

Cartesian coordinates (Å):
O  -0.64  -2.06  -0.88
C  0.89  -1.27  1.12
C  -0.87  0.40  0.66
C  -1.65  1.39  -0.21
C  1.36  0.88  -0.50
C  0.49  -0.15  0.18
C  0.55  -1.58  -0.31
H  1.41  -2.05  -0.80
H  0.21  -1.49  1.93
H  2.36  0.49  -0.71
H  -1.53  -0.44  0.92
H  1.95  -1.40  1.35
H  -0.65  0.91  1.61
H  -1.97  0.94  -1.15
H  1.44  1.83  0.06
H  -1.08  2.30  -0.42
H  -0.64  -1.55  -1.71
H  -2.55  1.70  0.33
H  0.88  1.12  -1.46

=====

No. 16
The molecule C6H12O, computed with ωB97M-V/def2-TZVPD.

Computed properties:
* E_LUMO: 1.0409 eV
* relative energy (zero: lowest compared OMol25 entry of this formula, charge and spin): 29.8 kcal per mole

Cartesian coordinates (Å):
O  2.58  -1.28  0.64
C  -1.94  -0.14  0.98
C  -0.41  0.39  -0.98
C  0.73  -0.55  -0.70
C  1.20  -0.93  0.68
C  -1.35  0.95  0.08
C  1.01  0.85  -1.18
H  0.68  -1.81  1.07
H  -2.16  1.47  -0.45
H  3.01  -0.62  0.08
H  1.02  -0.10  1.39
H  -2.95  0.09  1.32
H  0.86  -1.36  -1.42
H  1.40  1.54  -0.43
H  1.38  1.03  -2.18
H  -0.85  1.71  0.68
H  -1.32  -0.30  1.87
H  -1.98  -1.10  0.45
H  -0.92  0.15  -1.91

=====

No. 17
The molecule C6H12O, computed with ωB97M-V/def2-TZVPD.

Computed properties:
* E_LUMO: 0.8392 eV
* relative energy (zero: lowest compared OMol25 entry of this formula, charge and spin): 110.4 kcal per mole

Cartesian coordinates (Å):
O  -1.03  0.22  1.26
C  0.64  -0.02  -0.20
C  -2.32  0.45  0.69
C  0.34  -0.22  -1.69
C  -0.24  -0.88  0.70
C  2.14  -0.12  0.07
C  0.01  1.29  0.36
H  2.58  -1.05  -0.30
H  -2.24  0.56  -0.39
H  0.62  1.60  1.22
H  0.29  -1.35  1.54
H  0.82  -1.13  -2.08
H  -0.74  -0.31  -1.87
H  0.70  0.64  -2.26
H  2.34  -0.03  1.15
H  2.64  0.72  -0.42
H  -0.89  -1.62  0.22
H  -2.64  1.40  1.11
H  -2.99  -0.37  0.97

=====

No. 18
A cluster of 2 separate species, C6H12O in total in a non-equilibrium geometry, computed with ωB97M-V/def2-TZVPD.

Computed properties:
* E_LUMO: 0.6607 eV
* relative energy (zero: lowest compared OMol25 entry of this formula, charge and spin): 81.4 kcal per mole

Cartesian coordinates (Å):
O  -4.53  2.76  -3.57
C  0.97  1.21  -0.24
C  1.26  -0.16  0.27
C  1.62  -1.22  -0.84
C  1.14  -0.65  1.50
C  0.30  -0.22  2.71
C  1.23  -2.53  -0.51
H  -4.53  2.07  -2.88
H  -0.38  -1.00  3.18
H  0.00  1.49  0.08
H  -5.45  2.77  -3.90
H  1.65  1.97  0.22
H  1.54  -1.65  1.69
H  1.01  1.25  -1.37
H  1.58  -3.53  -0.76
H  -0.54  0.45  2.49
H  0.90  0.32  3.59
H  1.89  -0.76  -1.74
H  0.33  -2.57  0.09

=====

No. 19
The molecule C6H12O, computed with ωB97M-V/def2-TZVPD.

Computed properties:
* E_LUMO: 0.9917 eV
* relative energy (zero: lowest compared OMol25 entry of this formula, charge and spin): 24.4 kcal per mole

Cartesian coordinates (Å):
O  -1.72  1.73  -0.16
C  -1.46  -0.45  0.91
C  -1.09  0.47  -0.23
C  1.38  -0.50  -0.42
C  -0.94  -0.05  -1.62
C  1.90  -0.23  1.01
C  0.28  0.44  -0.86
H  2.23  -0.42  -1.12
H  1.90  0.84  1.22
H  2.92  -0.60  1.16
H  1.04  -1.54  -0.50
H  -1.06  -1.12  -1.78
H  -2.54  -0.59  0.97
H  0.62  1.43  -1.17
H  -1.32  2.21  0.58
H  -1.12  -0.04  1.87
H  -1.33  0.57  -2.42
H  -1.00  -1.44  0.79
H  1.28  -0.71  1.78

=====

No. 20
The molecule C6H12O, computed with ωB97M-V/def2-TZVPD.

Computed properties:
* E_LUMO: 0.9279 eV
* relative energy (zero: lowest compared OMol25 entry of this formula, charge and spin): 6.7 kcal per mole

Cartesian coordinates (Å):
O  0.77  -0.04  1.49
C  1.97  -0.67  -0.46
C  0.61  -0.27  0.08
C  -1.13  1.33  0.19
C  -1.78  -0.07  0.32
C  0.14  1.04  -0.59
C  -0.68  -1.09  -0.10
H  -1.78  2.09  -0.27
H  -0.72  -2.01  0.49
H  -0.11  0.81  -1.64
H  2.42  -1.52  0.07
H  -0.83  1.70  1.17
H  -0.80  -1.37  -1.15
H  1.30  -0.77  1.83
H  1.96  -0.87  -1.53
H  -2.67  -0.16  -0.32
H  2.61  0.20  -0.27
H  0.89  1.84  -0.60
H  -2.10  -0.24  1.36